The following is a DFT calculation (ωB97M-V/def2-TZVPD) of a 2-piece molecular cluster, C7H11ClN4O2P overall in a non-equilibrium geometry.

The geometry in ORCA input format:
```
! wB97M-V def2-TZVPD RIJCOSX def2/J DEFGRID3
* xyz 1 1
N 0.184 0.012 -2.069
P -1.288 0.416 -1.904
N -1.538 2.181 -2.003
C -0.773 3.033 -2.658
N 0.292 2.651 -3.409
N -1.090 4.378 -2.640
Cl 0.238 5.328 -2.040
H 0.541 -0.445 -1.234
H -1.907 0.119 -0.684
H -2.138 -0.012 -2.929
H -2.349 2.557 -1.520
H 0.224 1.704 -3.763
H 1.203 2.798 -2.983
H -1.891 4.590 -2.051
C 1.544 -1.608 3.602
C 0.892 -1.011 2.608
C 0.161 -1.800 1.593
O -0.436 -1.251 0.679
C 0.172 -3.273 1.713
C 0.822 -3.876 2.705
C 1.561 -3.091 3.730
O 2.151 -3.634 4.633
H 2.087 -1.057 4.358
H 0.865 0.065 2.494
H -0.373 -3.821 0.955
H 0.847 -4.952 2.816
*
```

Computed properties:
* HOMO level: -0.46569 Ha
* Kohn-Sham gap: 8.13 eV
* max |F|: 1.136 eV/Å
* lowest unoccupied orbital energy: -4.538 eV

Charges obtained by Löwdin population analysis, quoted in units of e:
1 N -0.24
2 P 0.76
3 N -0.02
4 C -0.52
5 N 0.16
6 N -0.31
7 Cl 0.71
8 H -0.02
9 H 0.02
10 H 0.02
11 H 0.13
12 H 0.09
13 H 0.12
14 H 0.09
15 C 0.04
16 C 0.02
17 C -0.37
18 O 0.01
19 C 0.02
20 C 0.04
21 C -0.37
22 O 0.14
23 H 0.13
24 H 0.12
25 H 0.12
26 H 0.13

***

The following is a DFT calculation (ωB97M-V/def2-TZVPD) of an isolated ion of composition C7H11ClNO and charge +1 in a non-equilibrium geometry.

The geometry in ORCA input format:
```
! wB97M-V def2-TZVPD RIJCOSX def2/J DEFGRID3
* xyz 1 1
C -0.050 -0.890 1.488
C 0.248 -0.581 -0.003
N 0.542 -1.863 -0.628
C 1.424 0.516 -0.086
Cl 3.027 -0.294 0.243
C 1.280 1.825 -0.083
C -0.108 2.301 -0.202
C -1.168 1.534 -0.435
C -0.980 0.015 -0.740
O -2.116 -0.717 -0.470
H -1.073 -1.213 1.642
H -0.016 0.166 1.894
H 0.695 -1.541 2.087
H 1.469 -2.196 -0.313
H 0.600 -1.876 -1.628
H -0.241 -2.465 -0.368
H 2.186 2.385 -0.279
H -0.151 3.363 -0.206
H -2.200 1.868 -0.451
H -0.757 0.024 -1.846
H -2.612 -0.363 0.384
*
```

Computed properties:
* SMILES: C[C@]1([NH3+])C(Cl)=CC=C[C@@H]1O
* HOMO level: -0.47661 Ha
* Kohn-Sham gap: 9.36 eV
* max |F|: 3.873 eV/Å
* lowest unoccupied orbital energy: -3.605 eV
* relative energy (zero: lowest compared OMol25 entry of this formula, charge and spin): 91.79 kJ/mol

Charges obtained by Löwdin population analysis, quoted in units of e:
1 C 0.00
2 C -0.45
3 N 0.23
4 C -0.49
5 Cl 0.66
6 C -0.07
7 C -0.06
8 C 0.01
9 C -0.35
10 O -0.03
11 H 0.08
12 H 0.12
13 H 0.13
14 H 0.14
15 H 0.17
16 H 0.18
17 H 0.13
18 H 0.11
19 H 0.13
20 H 0.18
21 H 0.19

***

The following is a DFT calculation (ωB97M-V/def2-TZVPD) of one molecule with the formula C7H11FN2 in a non-equilibrium geometry.

The geometry in ORCA input format:
```
! wB97M-V def2-TZVPD RIJCOSX def2/J DEFGRID3
* xyz 0 1
C 1.361 -0.975 -1.029
C 0.948 0.182 -0.189
C 1.202 -0.211 1.262
N -0.437 0.233 -0.327
C -0.937 1.268 -0.891
C -2.389 1.609 -0.525
C -3.311 0.822 0.055
N -2.904 -0.221 0.854
C -2.280 -1.275 0.669
F -2.156 -1.948 -0.383
H 2.339 -1.208 -0.936
H 0.864 -1.885 -0.732
H 1.068 -0.691 -1.947
H 1.393 1.123 -0.361
H 2.157 -0.834 1.321
H 0.446 -0.804 1.541
H 1.114 0.677 1.977
H -0.225 1.981 -1.259
H -2.731 2.567 -0.875
H -4.206 1.230 0.346
H -1.883 -1.855 1.489
*
```

Computed properties:
* SMILES: CC(C)/N=C/C=C\N=C/F
* HOMO level: -0.31138 Ha
* Kohn-Sham gap: 9.21 eV
* max |F|: 4.387 eV/Å
* lowest unoccupied orbital energy: 0.735 eV
* relative energy (zero: lowest compared OMol25 entry of this formula, charge and spin): 163.99 kJ/mol

Charges obtained by Löwdin population analysis, quoted in units of e:
1 C -0.04
2 C -0.48
3 C -0.04
4 N 0.01
5 C -0.08
6 C -0.05
7 C -0.14
8 N 0.10
9 C -0.32
10 F 0.14
11 H 0.05
12 H 0.10
13 H 0.05
14 H 0.12
15 H 0.11
16 H 0.00
17 H 0.11
18 H 0.10
19 H 0.08
20 H 0.08
21 H 0.13

***

The following is a DFT calculation (ωB97M-V/def2-TZVPD) of an isolated ion of composition C7H11FN4O6P and charge +1 in a non-equilibrium geometry.

The geometry in ORCA input format:
```
! wB97M-V def2-TZVPD RIJCOSX def2/J DEFGRID3
* xyz 1 1
C 2.892 -0.636 -0.637
C 2.471 0.842 -0.251
C 1.133 1.339 -0.932
O -0.037 1.306 -0.057
N -0.450 0.051 0.197
C -0.447 -0.542 1.482
P 0.038 0.106 3.168
O 0.233 -0.964 4.156
O -1.213 1.105 3.653
O 1.400 1.031 3.163
N -0.903 -1.791 1.336
N -1.203 -2.006 0.060
C -0.955 -0.883 -0.682
C -1.189 -0.650 -2.236
O -0.368 -0.951 -3.029
N -2.432 -0.011 -2.631
C -3.532 -0.418 -1.790
O -4.196 -1.357 -2.011
F -3.875 0.326 -0.663
H 2.782 -1.278 0.285
H 2.268 -1.108 -1.437
H 3.986 -0.633 -0.869
H 3.271 1.570 -0.561
H 2.379 0.904 0.862
H 1.255 2.417 -1.233
H 1.018 0.769 -1.887
H -1.620 1.437 2.821
H 1.201 1.871 2.694
H -1.571 -2.864 -0.363
H -2.335 1.018 -2.607
*
```

Computed properties:
* SMILES: CCCOn1c(P(=O)(O)O)n[nH+]c1C(=O)NC(=O)F
* HOMO level: -0.54087 Ha
* Kohn-Sham gap: 9.79 eV
* max |F|: 4.419 eV/Å
* lowest unoccupied orbital energy: -4.927 eV

Charges obtained by Löwdin population analysis, quoted in units of e:
1 C -0.09
2 C -0.19
3 C -0.13
4 O -0.03
5 N 0.00
6 C -0.15
7 P 0.56
8 O -0.22
9 O -0.11
10 O -0.12
11 N 0.15
12 N 0.14
13 C -0.02
14 C -0.32
15 O 0.22
16 N 0.19
17 C -0.47
18 O 0.23
19 F 0.08
20 H 0.08
21 H 0.07
22 H 0.09
23 H 0.12
24 H 0.09
25 H 0.15
26 H 0.11
27 H 0.08
28 H 0.09
29 H 0.21
30 H 0.17

***

The following is a DFT calculation (ωB97M-V/def2-TZVPD) of a 2-piece molecular cluster, C7H11IN2O2S overall in a non-equilibrium geometry.

The geometry in ORCA input format:
```
! wB97M-V def2-TZVPD RIJCOSX def2/J DEFGRID3
* xyz 0 1
C 0.187 -1.096 0.929
C -1.519 -0.562 -0.858
C 0.901 0.234 -1.009
C 3.908 1.216 0.354
C 2.533 1.658 -0.181
C 0.001 -0.914 -0.545
C -4.493 -0.357 -0.440
N 0.785 -2.101 1.305
N -2.363 -1.183 -0.228
O 1.027 0.603 -2.119
O 1.574 0.680 0.064
S -5.419 -1.653 0.412
I -4.282 1.545 0.315
H -0.305 -0.345 1.570
H -1.658 0.412 -1.346
H 4.289 0.473 -0.311
H 4.617 1.996 0.381
H 3.686 0.709 1.352
H 2.729 1.759 -1.217
H 2.417 2.643 0.247
H 0.141 -1.966 -0.933
H -4.525 -0.320 -1.552
H 0.868 -2.246 2.285
H -5.101 -1.185 1.523
*
```

Computed properties:
* HOMO level (alpha / beta): -0.32027 / -0.29320 Ha
* Kohn-Sham gap (alpha / beta): 8.40 / 7.63 eV
* max |F|: 3.648 eV/Å
* lowest unoccupied orbital energy (alpha / beta): -0.318 / -0.347 eV
* relative energy (zero: lowest compared OMol25 entry of this formula, charge and spin): 250.59 kJ/mol

Charges obtained by Löwdin population analysis, quoted in units of e:
1 C -0.28
2 C -0.25
3 C -0.47
4 C -0.05
5 C -0.23
6 C -0.16
7 C -1.10
8 N 0.14
9 N 0.11
10 O 0.16
11 O 0.00
12 S 0.67
13 I 0.79
14 H 0.14
15 H 0.10
16 H 0.06
17 H 0.06
18 H 0.11
19 H 0.10
20 H 0.12
21 H 0.17
22 H 0.00
23 H 0.05
24 H -0.22

***

The following is a DFT calculation (ωB97M-V/def2-TZVPD) of an isolated ion of composition C7H11IN3O and charge +1 in a non-equilibrium geometry.

The geometry in ORCA input format:
```
! wB97M-V def2-TZVPD RIJCOSX def2/J DEFGRID3
* xyz 1 1
C -0.486 0.146 2.313
N -1.011 0.743 1.338
C -2.465 0.872 1.247
I -3.310 -0.201 -0.430
C -0.284 1.208 0.254
C -0.116 2.528 -0.313
C 0.907 2.353 -1.210
N 1.347 1.083 -1.282
N 0.655 0.346 -0.408
C 0.707 -1.099 -0.464
C 0.765 -1.485 -1.937
O -0.289 -1.611 0.275
H -1.073 -0.415 2.982
H 0.546 -0.074 2.251
H -2.696 0.368 2.140
H -2.748 1.865 1.072
H -0.708 3.431 -0.088
H 1.625 3.086 -1.568
H 1.652 -1.356 -0.002
H -0.181 -1.553 -2.456
H 1.141 -2.570 -1.950
H 1.500 -0.916 -2.483
H -1.015 -2.000 -0.239
*
```

Computed properties:
* SMILES: C=[N+](CI)c1ccnn1[C@H](C)O
* HOMO level: -0.48715 Ha
* Kohn-Sham gap: 8.12 eV
* max |F|: 5.076 eV/Å
* lowest unoccupied orbital energy: -5.140 eV
* relative energy (zero: lowest compared OMol25 entry of this formula, charge and spin): 52.98 kJ/mol

Charges obtained by Löwdin population analysis, quoted in units of e:
1 C 0.21
2 N -0.15
3 C -0.47
4 I 0.95
5 C -0.21
6 C 0.04
7 C -0.12
8 N 0.10
9 N -0.02
10 C -0.44
11 C 0.00
12 O -0.03
13 H 0.13
14 H 0.13
15 H 0.05
16 H 0.05
17 H 0.13
18 H 0.13
19 H 0.16
20 H 0.08
21 H 0.12
22 H 0.08
23 H 0.07